# 1
87
Properties=species:S:1:pos:R:3 method="wB97M-V/def2-TZVPD" total_charge=+1 de_lowest_kcal_mol=8.6 homo_energy_ev="-9.7 / -9.7" e_tot_ha=-5207.7942 homo_lumo_gap_ev="5.8695 / 5.8682"
C -3.6591 -4.6844 -0.2232
C -1.3923 -4.0634 0.0908
H -1.2669 -5.4602 5.5554
C 5.5527 -2.2492 0.0757
N -1.7229 -2.8194 0.4294
C 0.1040 -0.5657 -3.9408
N 1.8290 -2.7006 1.7925
C 0.8450 -2.5613 -2.0894
H -3.3721 3.1706 2.4109
O -0.3433 0.9319 -0.6788
C -1.1752 7.2154 -0.1727
C -1.5395 5.8908 -0.0400
N -2.8695 0.9748 1.6288
C -4.8577 -0.7957 1.0578
C -1.8730 -3.5448 4.7821
H 1.1381 -3.1174 -1.1997
N 1.5934 -3.7059 2.5375
C -2.3205 -5.0347 -0.2426
N 2.3993 -0.4046 0.3688
H -2.1576 -1.6590 3.7845
H -0.1003 1.8053 -0.3227
C 0.1153 6.7816 -2.1809
H 2.9264 4.1237 0.5649
H -2.1668 5.5521 0.7723
H 3.0349 2.2789 -3.2917
Br 0.1557 0.3168 -6.6319
H 3.0626 4.3171 -1.8983
C -1.0546 5.0139 -1.0024
H -0.0979 8.7030 -1.2823
C -1.0333 -4.6500 4.8783
C 2.9648 2.1982 -2.2147
H 0.1930 -3.1755 -2.7124
H -1.7916 3.6180 2.9643
H -5.3309 -0.8223 0.0743
H 4.9214 -0.3285 -0.5547
C -0.2701 0.8746 -2.0463
H -1.9933 -6.0280 -0.5122
C -0.3876 1.9808 -2.8741
C -0.2508 5.4403 -2.0667
H -1.8992 3.0758 -0.7357
C 4.6445 -1.2485 -0.0608
C -0.3567 7.6547 -1.2241
H -1.5263 7.9364 0.5530
H 1.7486 -2.2886 -2.6377
C -0.5163 3.3388 -2.3383
H -4.4211 -5.4037 -0.4904
N -2.3755 3.0198 2.4074
H 0.8103 -5.5167 4.1589
C -0.2444 1.8080 -4.2521
C 3.3142 -1.3622 0.4643
C 2.8288 0.9540 -1.6230
H 2.6900 1.9044 1.6219
C -3.0242 -2.4804 0.4947
C -0.0093 -0.3896 -2.5757
C 5.2517 -3.4630 0.7457
H -5.0577 -3.1270 0.1917
C 2.8989 3.2356 -0.0524
H 6.0062 -4.2298 0.8400
H -5.0023 0.1888 1.4872
C 3.0260 -2.6046 1.1402
H 2.7918 0.0618 -2.2377
H -0.3060 2.6731 -4.8956
C -0.0152 0.5496 -4.7666
H -2.7673 -3.4605 5.3817
C 0.3864 -3.6283 3.2516
La 0.0740 -0.9690 1.1168
H -5.3555 -1.5389 1.6813
S -0.2480 1.5070 2.4465
N -1.1851 3.6429 -1.1657
H 0.7386 7.1121 -2.9994
H 0.2983 -1.5352 -4.3742
C 2.7683 1.9887 0.5456
H 3.7473 -4.5145 1.8248
C 2.9853 3.3448 -1.4324
C -4.0166 -3.4028 0.1579
H -0.3332 -4.2984 0.0937
C 2.7137 0.8381 -0.2378
N -0.4376 -2.5786 3.1345
C 0.1119 -4.6953 4.1101
C -3.3974 -1.1077 0.9480
C 4.0157 -3.6210 1.2815
H 6.5461 -2.1100 -0.3323
C -1.9444 1.7638 2.1244
N 0.0622 4.3673 -2.8819
C -1.5345 -2.5394 3.8993
O 0.1628 -1.3887 -1.6400
N -2.4566 -0.2804 1.2612

# 2
37
Properties=species:S:1:pos:R:3 method="wB97M-V/def2-TZVPD" total_charge=0 de_lowest_kcal_mol=1.8 homo_energy_ev="-8.1 / -8.7" multiplicity=2 e_tot_ha=-2548.6493 homo_lumo_gap_ev="7.7907 / 7.6335" s_squared=0.76
C -1.4360 2.7396 -1.5718
H 4.2831 -3.4361 3.8292
H 2.9720 -1.2465 -1.0454
F -2.6597 -0.7866 -3.5285
H -4.4684 -0.2246 -0.1016
C -2.3610 4.5228 0.3718
C -2.7871 3.2049 0.3833
C -4.1583 0.5121 -0.8417
C 2.4714 -3.4531 0.4260
C -1.0137 4.0623 -1.5784
N -0.6525 0.2447 0.1991
H -2.7179 5.2171 1.1195
H 4.2914 -1.4173 2.4150
S 1.8777 0.1658 0.5518
C 3.7776 -2.3110 2.0788
C 2.4631 -4.5901 1.2227
C 3.1106 -4.5891 2.4493
H -1.1353 5.9698 -0.6279
Ti -1.4891 0.0351 -2.4250
C -2.3110 2.3142 -0.5670
C 3.1243 -1.0497 0.0140
C 0.4093 -0.2934 -0.2982
H 4.0650 -0.5117 0.1282
C -2.7091 0.8813 -0.6151
C 3.1252 -2.3011 0.8492
H -4.7741 1.4048 -0.7640
H 1.9631 -3.4606 -0.5295
H 3.1042 -5.4761 3.0691
N -1.8596 -0.0960 -0.3887
O -1.0584 1.8657 -2.5370
H -0.3370 4.3834 -2.3599
H -4.3207 0.0753 -1.8293
H -3.4762 2.8565 1.1435
C 3.7711 -3.4446 2.8757
S 0.4359 -1.2284 -1.7887
H 1.9502 -5.4804 0.8823
C -1.4702 4.9410 -0.6108

# 3
28
Properties=species:S:1:pos:R:3 method="wB97M-V/def2-TZVPD" total_charge=0 de_lowest_kcal_mol=32.0 homo_energy_ev=-8.8 e_tot_ha=-3259.9662 homo_lumo_gap_ev=9.0613
C -2.2484 -0.4451 1.5664
H 0.3433 0.9015 3.3961
H -1.1044 0.3716 3.7526
N 0.0678 -0.0262 0.5832
H 1.1219 1.6211 -2.0380
H 0.0823 -0.8184 3.3395
O -0.3364 2.0491 -0.2324
C 0.7762 -1.1890 0.2573
H 3.2020 1.4232 -3.9493
C -0.9102 0.2395 1.6569
Br 2.5026 -2.9615 -1.3862
H -4.1110 -0.4069 0.3322
O 0.5173 -2.1405 0.9573
C 2.5101 -0.0185 -2.8568
N 1.2161 0.9894 -1.3027
C 1.7501 -1.3167 -0.9114
C 0.3595 1.0085 -0.2250
H -2.1517 -1.5486 1.6685
H -3.2615 1.0919 0.2388
H -1.2075 1.3363 1.5421
O 2.4211 1.3052 -3.4097
H -2.7360 -0.3388 -0.6870
C -3.1017 0.0019 0.3017
C 1.8986 -0.1415 -1.5949
H -2.8354 -0.0782 2.3533
C -0.3496 0.1323 3.0888
H 2.0569 -0.7816 -3.5630
H 3.5280 -0.2601 -2.8784

# 4
77
Properties=species:S:1:pos:R:3 method="wB97M-V/def2-TZVPD" total_charge=0 homo_energy_ev=-9.4 e_tot_ha=-2485.3780 homo_lumo_gap_ev=9.9415
H 2.5028 2.7331 -0.9522
C 0.8442 -4.3862 -1.6187
C -1.5424 5.1194 -0.7615
H -2.6288 6.9139 -1.5624
H 2.6021 -3.7779 -0.5586
O -1.5900 -0.5381 -3.5740
C -1.9817 0.2058 -2.5792
O -2.5399 1.3256 -3.0311
C 1.7579 -3.3061 -1.0501
H -1.1661 4.2476 -1.2884
H -1.4218 -2.2383 -2.3254
H -2.4654 4.9612 -0.2071
O 1.1886 0.8544 -0.3887
C 3.1932 5.8730 2.4525
H 1.1826 -4.7354 -2.5935
C -3.1195 -4.6194 1.9048
H -1.0527 -2.4469 -4.0694
H -0.1404 0.0318 3.7246
H -4.1359 -5.0016 1.7887
H -0.9449 6.6528 -2.0727
C 0.2007 0.3474 1.5946
H -2.7360 -4.5092 -0.2210
H 3.6496 4.9778 0.5205
C -0.9810 -1.7871 -3.2114
H 0.3366 1.9512 -2.0968
H 3.7959 6.7594 0.5833
C 0.2875 1.4631 0.5602
O 1.4417 -0.3528 1.4878
H -2.8908 3.3531 -2.5461
C -2.2158 -4.9158 0.6500
O -0.4968 5.6398 0.0938
C 3.2196 5.8985 0.9167
H 0.9166 1.4098 3.2458
H -4.1159 2.1994 -2.2813
H 1.2253 -2.5913 -0.4248
O 3.0609 -0.3823 -0.0385
H -0.0939 -7.3777 4.5187
H 0.3810 -8.4844 2.2903
H -2.2549 -5.9776 0.3978
H 2.2952 5.3289 2.7504
H -0.6702 -5.9903 3.5532
O -0.0291 -6.7862 1.2186
H -0.6409 -0.3334 1.4312
P 0.8747 4.8478 0.1885
O 1.1532 4.3836 -1.3342
P 0.4184 -5.2988 0.8427
H 1.3850 -6.9958 2.7737
H 4.0474 5.3411 2.8709
H 2.8149 3.6740 -2.3035
O 1.4891 -4.7292 1.6691
H -3.3633 -3.5567 1.8585
H -1.5023 -7.5010 3.4470
H -0.1805 -4.0313 -1.7603
H 0.8042 2.3322 0.9801
H 1.6269 1.5441 -3.0964
O 0.8961 3.7565 1.1880
C -3.0333 2.3373 -2.1833
C 1.9699 3.2684 -1.7378
H -2.5811 -5.0129 2.7583
O -1.8401 -0.0126 -1.4027
C -0.5035 -7.0706 3.5566
H -0.5980 1.8079 0.0354
H 3.0661 6.8432 2.9319
C -1.8865 6.1598 -1.8092
C 1.1386 2.4268 -2.6695
H -2.7112 2.1977 -1.1525
C 1.9917 0.0031 0.3076
H -2.1171 5.7277 -2.7870
H -0.8166 1.5516 2.9519
O 1.8807 6.0615 0.4484
O -0.9125 -4.4310 0.8769
H 0.0455 -1.5030 -2.9799
H 2.1657 -2.6673 -1.8404
C 0.0108 0.8425 3.0197
C 0.4427 -7.4045 2.4093
H 0.7720 2.9053 -3.5769
O 0.8252 -5.5066 -0.7114

# 5
17
Properties=species:S:1:pos:R:3 method="wB97M-V/def2-TZVPD" total_charge=+1 de_lowest_kcal_mol=75.1 homo_energy_ev=-13.6 e_tot_ha=-326.1621 homo_lumo_gap_ev=8.6586
C 0.0948 -0.9524 -0.4871
H -1.0641 3.0060 0.2880
C 0.1334 -2.3113 0.1890
H -1.8435 -0.5208 0.2819
O 2.3234 -0.7364 -1.0162
H -0.8559 -2.2994 0.7610
C -0.9216 -0.0734 -0.0745
C 1.0618 -0.2162 -1.0540
H 2.9647 -0.2981 -1.7008
N -0.3811 1.0977 0.2191
H -2.1695 1.9172 0.8175
H 1.0583 -2.2236 0.8862
H 0.5471 1.4005 0.1713
H 0.9326 0.7021 -1.5269
C -1.1731 2.1981 0.8807
H 0.2262 -3.1673 -0.4988
H -0.9333 2.4772 1.8636

# 6
12
Properties=species:S:1:pos:R:3 method="wB97M-V/def2-TZVPD" total_charge=+1 de_lowest_kcal_mol=157.3 homo_energy_ev="-14.9 / -14.8" e_tot_ha=-248.3650 homo_lumo_gap_ev="7.2671 / 7.2224"
N 0.0254 -0.3300 0.2505
C 1.1687 0.3730 0.2244
H -1.8606 0.7415 -0.0945
C 3.2762 1.2209 0.9570
H 2.7772 -0.6875 1.5841
H -1.6394 -0.7921 -0.8964
C 4.2002 1.4651 0.2087
C 2.3616 0.1911 0.9980
H -0.1329 -0.9468 1.0532
C -1.0618 0.0280 -0.6222
H -0.7203 0.5086 -1.6114
H 1.2107 1.2190 -0.5417

# 7
8
Properties=species:S:1:pos:R:3 method="wB97M-V/def2-TZVPD" total_charge=0 de_lowest_kcal_mol=177.8 homo_energy_ev="-9.0 / -9.2" e_tot_ha=-1611.6958 homo_lumo_gap_ev="8.2817 / 8.1413"
C -1.0295 -0.1235 0.2863
C 0.2438 0.4346 0.1996
N 2.0344 -1.3568 -0.6073
F 2.9747 -0.4524 -0.8226
H -1.1621 -1.2786 0.3013
Cl -1.0611 0.4436 1.9879
Cl 0.3108 1.9673 -0.4875
Cl -2.3110 0.3658 -0.8576

# 8
10
Properties=species:S:1:pos:R:3 method="wB97M-V/def2-TZVPD" total_charge=0 de_lowest_kcal_mol=38.1 homo_energy_ev=-10.2 e_tot_ha=-247.2464 homo_lumo_gap_ev=10.8962
C 1.5516 -0.1875 0.3117
C -1.3366 -0.4578 -0.4399
H -2.6001 -0.0938 1.0844
H 1.5067 -0.3675 1.3755
O -1.1731 -1.1552 -1.3613
N -1.8256 0.1671 0.4987
C 0.7666 0.7069 -0.2771
H 0.0220 1.2545 0.3874
H 0.8620 0.9482 -1.3243
H 2.2266 -0.8150 -0.2549